(1)
Molecular formula: C5H9NO
Method: DFT, ωB97M-V/def2-TZVPD

```
16
Properties=species:S:1:pos:R:3:nbo_charge:R:1
O -0.94 3.07 -0.35 -0.513
N 1.09 1.80 -0.10 -0.466
C 0.83 0.54 0.00 0.369
C -0.33 2.06 -0.13 0.683
C -0.68 0.57 0.09 -0.389
C 1.78 -0.59 -0.14 -0.689
C -1.47 -0.18 -0.96 -0.614
H 2.81 -0.22 -0.12 0.246
H -1.07 0.38 1.10 0.228
H 1.60 -1.07 -1.11 0.245
H 0.05 -2.32 2.44 0.007
H -2.52 0.14 -0.98 0.232
H 1.64 -1.35 0.63 0.239
H -1.05 -0.01 -1.96 0.214
H -0.32 -1.67 2.42 -0.008
H -1.45 -1.25 -0.76 0.215
```

Summary:
Relative energy (zero: lowest compared OMol25 entry of this formula, charge and spin)   57.46 kcal/mol
DFT total energy   -8866.7207 eV
Frontier orbital gap   10.4 eV
LUMO energy   0.74 eV
Charge   0


(2)
Molecular formula: C4H4O2
Method: DFT, ωB97M-V/def2-TZVPD

```
10
Properties=species:S:1:pos:R:3:nbo_charge:R:1
O -1.71 -0.47 0.88 -0.684
O 0.30 0.74 0.86 -0.374
C 1.23 0.79 -0.14 0.031
C 1.03 0.03 -1.22 -0.264
C -0.37 -0.22 0.38 0.595
C -0.10 -0.80 -0.82 -0.429
H 1.68 -0.04 -2.15 0.244
H -1.99 -1.17 0.32 0.471
H 1.83 1.59 0.01 0.193
H -0.90 -1.29 -1.28 0.217
```

Summary:
Relative energy (zero: lowest compared OMol25 entry of this formula, charge and spin)   44.10 kcal/mol
DFT total energy   -8305.1650 eV
Frontier orbital gap   9.3 eV
LUMO energy   0.86 eV
Charge   0


(3)
Molecular formula: C51H44AlN2O16
Method: DFT, ωB97M-V/def2-TZVPD

```
114
Properties=species:S:1:pos:R:3:lowdin_charge:R:1
Al -2.44 -0.41 -0.80 0.222
O 0.59 7.63 -4.71 0.096
O 1.53 -10.77 0.40 0.072
O -1.70 9.37 -0.24 0.084
O 2.21 8.89 1.78 0.074
O 7.21 -13.36 1.47 0.089
O 3.82 -11.93 -2.37 0.099
O -4.28 -4.15 6.50 0.104
O -1.92 -6.90 -0.80 0.104
O -3.77 6.58 -3.68 0.044
O -0.72 -6.95 -5.61 0.072
O 5.38 9.36 2.68 0.098
O -1.96 -2.35 -3.26 0.036
O 5.37 13.84 5.54 0.092
O 1.67 3.66 1.04 0.101
O -7.52 3.20 -2.01 0.102
O -1.34 -7.95 4.23 0.086
N -2.16 2.46 -1.20 -0.253
N -0.66 -1.06 1.56 -0.149
C 5.37 12.81 4.88 -0.388
C 5.38 10.39 3.34 -0.373
C 6.43 -13.04 0.59 -0.390
C -1.35 7.73 -3.38 0.025
C 0.81 8.83 -2.70 0.019
C -1.49 -5.85 -3.68 0.009
C -1.20 -3.45 -5.20 0.027
C -5.31 3.51 -2.75 0.033
C -0.86 -8.17 0.88 0.037
C -2.73 -6.07 3.94 0.030
C -3.47 -5.11 4.51 0.036
C 5.12 -12.43 0.91 0.025
C -1.80 -4.69 -3.09 0.046
C -4.63 5.80 -3.29 -0.352
C 4.20 11.28 3.36 0.030
C -0.68 2.65 -0.99 -0.186
C -3.60 -5.02 5.98 -0.380
C 4.27 -12.07 -0.06 0.030
C 0.46 -9.50 -1.28 0.039
C 4.20 12.41 4.07 0.022
C 0.62 5.73 1.45 0.028
C 0.74 -9.88 0.12 -0.359
C 0.76 7.04 1.64 0.019
C -1.93 8.16 -2.26 0.025
C -1.68 -3.41 -3.80 -0.361
C -2.02 -7.08 4.75 -0.375
C -1.01 -5.89 -5.07 -0.391
C 6.76 -13.23 -0.84 0.016
C 3.12 5.51 1.18 0.027
C -1.18 8.97 -1.27 -0.386
C 0.01 -9.14 1.18 0.034
C 0.24 9.27 -1.58 0.014
C 4.60 -12.26 -1.49 -0.376
C -2.76 1.51 -0.15 -0.357
C -4.36 4.36 -3.16 0.031
C -2.89 -6.03 6.79 0.021
C -0.40 -8.53 -1.58 0.035
C -6.93 5.42 -2.52 0.021
C 2.09 7.69 1.61 -0.381
C 3.26 6.82 1.37 0.022
C -6.66 3.98 -2.39 -0.379
C -0.89 -4.61 -5.79 0.008
C -2.15 -6.99 6.22 0.019
C 1.79 4.86 1.21 -0.378
C -5.99 6.27 -2.94 0.022
C 6.55 11.92 4.86 0.018
C -0.87 -1.38 0.09 -0.421
C -1.13 -7.79 -0.52 -0.353
C 0.06 8.03 -3.69 -0.377
C 5.91 -12.87 -1.80 0.018
C 6.55 10.79 4.14 0.021
H -2.36 1.71 0.93 0.045
H 0.77 9.86 -0.84 0.116
H -2.96 7.95 -2.02 0.110
H 1.85 9.04 -2.94 0.119
H 7.40 10.12 4.11 0.121
H -1.89 7.14 -4.11 0.102
H -5.12 2.44 -2.65 0.127
H -1.57 -6.80 -3.16 0.070
H -2.07 -0.29 -2.36 -0.076
H 4.23 7.31 1.35 0.109
H 4.89 -12.30 1.96 0.122
H -6.17 7.34 -3.04 0.119
H -2.15 -4.65 -2.06 0.119
H 0.13 -1.06 -0.49 0.057
H -0.34 5.24 1.47 0.125
H 1.00 -10.04 -2.04 0.125
H 6.14 -13.00 -2.85 0.120
H -1.55 -0.91 2.08 0.036
H 3.31 -11.62 0.16 0.081
H 0.04 -0.30 1.72 0.040
H -0.19 1.95 -0.19 0.075
H -0.48 3.79 -0.70 0.061
H 7.40 12.23 5.45 0.120
H -3.80 -1.29 -0.78 -0.123
H -3.93 1.75 -0.15 0.041
H -1.00 -2.53 -0.08 0.028
H -3.00 -5.95 7.87 0.121
H -7.93 5.75 -2.26 0.119
H -2.37 2.04 -2.16 0.041
H -1.40 -7.63 1.64 0.091
H -0.15 2.44 -2.03 0.090
H -2.62 -6.15 2.87 0.114
H -3.36 4.03 -3.43 0.117
H 3.35 10.97 2.76 0.110
H -0.09 7.69 1.82 0.119
H 3.97 4.86 1.00 0.122
H 0.22 -9.44 2.20 0.119
H -4.00 -4.37 3.93 0.131
H -1.62 -7.73 6.80 0.120
H -0.53 -4.66 -6.81 0.115
H -1.12 -2.50 -5.71 0.123
H 3.35 13.08 4.10 0.122
H -0.61 -8.24 -2.60 0.101
H 7.73 -13.67 -1.05 0.119
```

Summary:
Relative energy (zero: lowest compared OMol25 entry of this formula, charge and spin)   67.44 kcal/mol
DFT total energy   -95926.7870 eV
Frontier orbital gap   3.2 eV
LUMO energy   -0.54 eV
Charge   -1


(4)
Molecular formula: C43H53F2N3O8S2Si
Method: DFT, ωB97M-V/def2-TZVPD

```
112
Properties=species:S:1:pos:R:3:lowdin_charge:R:1
S 3.95 5.30 -1.61 0.747
S 3.38 0.50 -0.65 0.898
Si -1.16 -3.64 -3.50 0.546
F 0.39 -5.84 0.27 0.013
F -1.07 -4.70 1.75 0.016
O -4.99 -0.22 -2.77 0.004
O 3.95 6.49 -2.55 -0.368
O 4.65 4.63 6.26 0.045
O 2.45 3.93 5.67 -0.077
O 5.04 4.31 -1.94 -0.353
O -1.54 1.14 3.13 0.032
O 2.46 4.53 -1.87 -0.222
O 3.38 -0.86 4.02 0.004
N 0.70 0.46 1.45 -0.090
N 1.80 -2.04 5.20 -0.196
N -7.28 -0.18 -2.87 -0.204
C 0.48 -3.39 0.28 -0.070
C -0.37 -1.97 -2.99 -0.201
C 1.11 -0.76 0.75 -0.171
C 3.06 1.63 0.79 -0.372
C -8.50 0.60 -2.83 -0.064
C -4.15 1.41 0.97 -0.010
C -2.90 2.26 1.30 -0.108
C 1.33 -5.32 -7.58 -0.083
C -5.35 3.62 0.02 -0.071
C 0.69 -1.43 4.49 -0.037
C 5.00 4.88 2.42 -0.151
C -0.19 -4.24 -5.07 -0.213
C 0.29 -5.73 -5.18 -0.082
C 2.62 3.59 3.15 -0.089
C -0.50 1.06 0.81 -0.067
C -1.64 1.45 1.91 -0.265
C 3.86 3.72 5.89 -0.389
C 3.87 3.74 2.25 -0.127
C 5.32 5.46 0.95 -0.222
C 4.04 5.96 0.13 -0.196
C -2.81 3.78 1.03 -0.003
C -0.95 -5.03 -2.17 -0.266
C -4.09 4.44 0.39 -0.059
C -2.98 -3.28 -3.97 -0.203
C -6.04 0.38 -2.74 -0.357
C -0.44 -4.70 0.46 -0.369
C -7.38 -1.62 -3.05 -0.044
C 1.59 2.44 2.84 0.089
C 1.53 -3.02 6.23 -0.064
C 0.92 -3.82 -7.52 -0.078
C 0.16 -3.28 -6.28 -0.069
C -1.54 -4.64 -0.73 -0.131
C 1.68 -3.53 -0.71 -0.012
C 4.10 2.73 1.07 -0.018
C 1.04 -6.30 -6.42 -0.075
C 1.78 1.44 1.64 -0.155
C -5.38 2.10 0.33 -0.071
C 4.49 2.24 5.67 0.009
C 2.35 4.62 4.38 -0.141
C 2.58 -2.30 -0.97 -0.062
C 2.28 -0.95 -0.24 -0.369
C 3.08 -1.68 4.87 -0.343
C 0.20 -2.03 1.00 0.050
H 0.98 -3.86 5.79 0.089
H 3.84 -2.20 5.47 0.130
H -6.08 1.48 -2.61 0.123
H 1.39 -7.38 -6.54 0.083
H -4.08 5.55 0.14 0.083
H 5.54 2.21 6.13 0.098
H 2.45 -3.39 6.68 0.082
H -9.03 0.47 -3.77 0.090
H -0.26 -1.82 4.86 0.093
H -0.97 0.29 0.10 0.139
H 0.65 2.38 3.51 0.111
H -9.12 0.26 -2.00 0.089
H -0.56 -1.72 -1.89 0.025
H -0.72 -1.08 -3.64 0.054
H 5.99 6.39 1.11 0.126
H 5.03 2.81 0.42 0.097
H 0.79 -1.65 3.43 0.057
H -3.00 -2.95 -5.08 0.050
H -1.87 4.36 1.30 0.098
H 0.14 -5.34 -2.18 0.061
H -0.20 2.05 0.32 0.143
H 0.08 -6.45 -4.31 0.076
H -6.92 -2.12 -2.19 0.093
H 1.91 -4.50 -1.29 0.109
H 5.98 4.70 0.40 0.103
H 3.13 5.46 4.41 0.109
H 3.04 5.74 0.62 0.113
H 4.58 2.04 4.54 0.081
H 4.09 7.11 0.02 0.122
H 3.78 1.46 6.12 0.087
H -2.02 -3.60 -0.83 0.113
H -0.17 -2.20 -6.17 0.085
H 2.47 4.11 -2.77 0.102
H 1.88 -5.73 -8.50 0.082
H -8.42 -1.92 -3.13 0.087
H -8.27 1.66 -2.69 0.083
H 1.17 -3.16 -8.41 0.081
H -6.29 4.07 -0.47 0.089
H 5.96 4.44 2.84 0.130
H 4.64 5.78 3.05 0.114
H -2.43 -5.36 -0.53 0.127
H 0.76 -2.06 -3.21 0.042
H 0.91 -2.55 7.01 0.088
H 0.73 -0.35 4.64 0.090
H -4.20 0.29 1.15 0.106
H -6.84 -1.90 -3.95 0.093
H -3.35 -2.35 -3.38 0.033
H 3.47 -2.35 -1.69 0.103
H -0.70 -2.01 1.72 0.119
H -6.31 1.50 0.06 0.083
H 1.33 5.16 4.26 0.141
H -1.54 -5.94 -2.60 0.091
H -3.71 -4.14 -3.77 0.041
```

Summary:
Relative energy (zero: lowest compared OMol25 entry of this formula, charge and spin)   315.42 kcal/mol
SMILES   CC(=O)OCc1cc2c(cc1CCCS(=O)(=O)O)Sc1ccc(C(F)(F)CC[Si](C)(C)c3ccccc3)cc1N2CC(=O)c1ccccc1.CN(C)C=O.CN(C)C=O
DFT total energy   -101266.5909 eV
Frontier orbital gap   7.8 eV
LUMO energy   0.01 eV
Charge   0


(5)
Molecular formula: C5H13NO
Method: DFT, ωB97M-V/def2-TZVPD

```
20
Properties=species:S:1:pos:R:3:nbo_charge:R:1
O -1.27 -1.76 0.47 -0.603
N -2.50 0.07 0.52 -0.825
C -0.54 0.00 1.95 -0.522
C 0.39 1.16 1.65 -0.601
C 1.60 -0.97 -2.59 -0.614
C 1.01 0.04 -1.57 -0.620
C -1.35 -0.60 0.85 0.667
H 0.97 -0.87 -3.47 0.208
H 0.45 -0.51 -0.85 0.216
H 1.71 0.51 -0.88 0.193
H 0.64 1.69 2.57 0.215
H 0.09 -0.74 2.47 0.239
H -1.15 0.24 2.84 0.231
H 1.35 0.93 1.17 0.219
H 0.45 0.90 -2.02 0.201
H 1.52 -1.96 -2.10 0.211
H -0.16 1.93 1.04 0.199
H -2.62 1.01 0.87 0.376
H 2.64 -0.83 -2.83 0.203
H -3.24 -0.24 -0.09 0.408
```

Summary:
Relative energy (zero: lowest compared OMol25 entry of this formula, charge and spin)   19.78 kcal/mol
SMILES   CCC(N)=O.CC
DFT total energy   -8933.1530 eV
Frontier orbital gap   10.6 eV
LUMO energy   0.82 eV
Charge   0


(6)
Molecular formula: C4H5NO2
Method: DFT, ωB97M-V/def2-TZVPD

```
12
Properties=species:S:1:pos:R:3:nbo_charge:R:1
O 2.99 0.04 -0.10 -0.495
O -2.64 -0.55 0.69 -0.543
N -0.54 -0.48 -0.21 -0.437
C 1.87 -0.07 -0.52 0.429
C -0.49 0.93 -0.44 -0.220
C 0.64 0.23 0.27 -0.181
C -1.53 -0.99 0.63 0.538
H 0.77 0.41 1.34 0.227
H -1.21 -1.89 1.19 0.126
H -0.36 1.25 -1.47 0.213
H 1.65 -0.42 -1.55 0.116
H -1.16 1.54 0.16 0.227
```

Summary:
Relative energy (zero: lowest compared OMol25 entry of this formula, charge and spin)   42.88 kcal/mol
SMILES   O=C[C@H]1CN1C=O
DFT total energy   -9812.4555 eV
Frontier orbital gap   10.8 eV
LUMO energy   0.58 eV
Charge   0